Entry 1:
The following is a DFT calculation (wB97M-V/def2-TZVPD) of 2 unconnected molecules or ions with the total composition C3H13N4 at a distorted geometry.

Results
Energy relative to the best compared isomer or geometry (same formula, charge and spin) in kcal/mol: 70.3
Net charge: +1
Kohn-Sham gap in eV: 8.89
Maximum force in eV/A: 5.35
LUMO in eV: -4.0
HOMO in eV: -12.929
Total energy in hartree: -340.8314

```
20
Properties=species:S:1:pos:R:3:forces:R:3
N -1.88478 1.24812 0.31905 1.8 -3.9 1.8
H -3.34374 -0.66808 -1.55215 0.0 0.2 0.4
H 4.26093 0.46211 0.40870 0.6 -0.1 -0.2
H 0.21069 0.37751 0.58840 1.4 -0.6 -0.3
H -2.37811 1.16197 1.18637 -0.2 0.4 0.8
N 1.19093 0.51367 0.05904 0.4 1.2 -0.4
H -1.26606 -1.15809 1.56911 -0.9 -0.3 1.0
H 3.91826 -0.72484 -0.86467 0.5 -1.5 -0.4
C 3.57049 0.11934 -0.35593 -1.4 3.5 -0.4
H 1.07831 1.18306 -0.78744 0.9 -1.5 1.8
H 3.41791 0.97599 -1.13940 0.4 -1.6 1.5
C 2.31234 -0.06538 0.40263 -2.1 0.6 -1.2
H 2.28463 -0.72561 1.28890 -0.1 0.4 -0.4
C -1.81339 -0.15346 -0.21207 1.5 0.4 -3.0
H -0.31122 -1.47122 0.38790 2.6 -3.9 -2.4
N -0.88031 -0.82823 0.72436 -3.2 4.2 0.9
N -2.93939 -0.94578 -0.66338 -1.9 -0.2 3.8
H -2.41099 1.78792 -0.24107 -2.3 2.4 -2.6
H -1.32516 -0.04621 -1.26322 0.2 0.0 1.9
H -3.69133 -1.04278 0.14488 1.7 0.2 -2.6
```
Forces are in eV/Å.

Atomic partial charges in e from the Löwdin method, atoms 1 to 8: 0.070 0.074 0.100 0.098 0.074 0.153 0.097 0.074


Entry 2:
The following is a DFT calculation (wB97M-V/def2-TZVPD) of a molecular structure, C53H54O4P3S2Zr at a distorted geometry.

Results
Energy relative to the best compared isomer or geometry (same formula, charge and spin) in kcal/mol: 15.4
Net charge: +3
Kohn-Sham gap in eV: 6.04
Maximum force in eV/A: 1.41
LUMO in eV: -9.2
HOMO in eV: -15.221
Total energy in hartree: -4219.8348

```
117
Properties=species:S:1:pos:R:3:forces:R:3
C -3.10198 1.69090 3.65912 -0.1 -0.1 0.3
H -2.41036 2.36027 -6.30943 0.0 -0.1 0.2
P -1.73683 -1.42148 0.55433 -0.7 0.3 -0.1
P 2.85849 2.01934 0.88929 -0.2 0.3 -0.6
C -1.38273 0.96933 -3.40127 0.3 0.0 0.2
H 0.96713 5.14097 -1.61731 0.0 -0.1 -0.1
H -0.13448 2.97408 -1.34923 -0.5 -0.1 0.3
S 1.00218 2.41631 1.62828 -0.2 -0.1 -0.5
H -0.91495 -4.86757 4.04607 0.0 0.0 -0.1
H 2.37772 -3.04448 4.39913 -0.1 0.2 0.1
C -0.65029 -5.28682 0.68295 0.0 0.0 0.0
H -3.91111 0.05903 4.80663 0.1 0.1 -0.1
H -6.93284 0.93173 -2.17424 0.2 0.1 -0.1
C -0.62492 -5.59586 2.04326 0.0 -0.1 -0.1
H -4.57159 1.55427 -5.47462 0.1 0.0 0.0
Zr 0.25060 0.44713 0.18271 1.1 -0.1 0.9
H 2.39434 1.38698 4.06495 0.0 0.0 0.0
H -5.48054 1.89342 -1.82393 -0.1 -0.1 -0.1
H -1.01724 -3.77273 -0.79317 0.0 0.0 0.1
C -2.96939 -0.64235 3.01186 -0.2 0.1 0.3
H 6.01022 2.29792 0.12698 -0.1 0.0 0.0
C -5.86646 -0.55797 -4.27034 0.0 0.0 0.0
H -0.37905 -6.60342 2.36598 0.0 0.1 -0.1
H -0.83252 -0.98017 -4.83779 0.0 0.0 0.0
C 0.99744 -1.43112 3.96238 0.0 0.0 0.2
C -6.00185 1.32289 -2.60094 -0.1 0.1 0.1
H -4.00645 -3.30054 0.91881 -0.1 0.1 -0.2
H 2.09711 -2.85612 6.83204 -0.1 0.1 0.0
O 0.58664 -0.69167 1.81283 0.2 -1.1 0.4
C -3.68329 1.38894 -4.87329 -0.1 0.1 -0.2
H 2.81242 5.36661 -3.25031 -0.1 -0.1 0.0
C -3.80123 0.73218 -3.65188 -0.2 0.0 -0.2
C -3.36847 0.34270 3.90863 -0.1 0.0 0.0
H 1.85844 -3.52741 2.31871 0.0 0.0 0.0
H 2.53061 1.18280 -4.19696 -0.1 0.1 0.0
P 0.12466 0.46408 -2.50384 -0.3 0.1 -0.8
C 1.14526 1.93116 -2.72389 0.1 -0.1 -0.1
H 4.24402 4.18222 -1.49920 -0.2 0.0 -0.2
C 0.06555 -1.47339 -4.48730 0.0 -0.1 -0.1
H 3.92684 0.07901 2.60252 -0.1 -0.1 -0.2
H 5.19400 1.84351 -1.39561 0.0 0.1 0.0
C -2.63073 0.60349 -2.93227 -0.1 -0.2 0.1
C 0.11772 -0.47264 4.49358 0.1 0.1 0.2
H -1.71729 1.39722 0.63354 -0.2 0.4 -0.7
H 6.26410 0.71529 2.29319 0.0 0.1 0.1
C 0.71783 3.03761 -2.00003 0.3 0.3 -0.3
O 3.95524 2.06572 1.96438 0.5 -0.4 0.7
C 2.35005 4.39709 -3.08950 0.0 0.0 -0.1
C -4.24022 -2.60062 0.11752 -0.2 -0.2 0.1
H 3.29417 -3.26453 -3.31853 -0.2 0.1 0.0
H -6.84695 -0.90795 -3.93659 0.1 0.1 0.0
H -0.42021 -6.05056 -0.05387 0.0 0.1 0.1
C 1.66320 -3.26458 -4.72191 0.0 -0.1 -0.1
C 2.19261 2.04800 -3.63113 0.2 -0.1 0.0
C 1.93377 -1.63853 -2.97540 -0.1 0.0 -0.3
C 3.46920 1.38367 4.25246 0.0 0.1 0.1
C 5.58358 2.67806 -0.80430 -0.2 -0.1 0.1
H 3.76384 2.36993 4.61964 0.0 -0.1 0.0
H -6.04992 0.11297 -5.11248 0.0 -0.1 0.1
H -6.23751 -3.33675 -0.16937 0.1 0.1 0.0
H -1.48839 -2.58682 3.32961 0.1 -0.2 -0.1
C 0.67264 -1.24559 6.69446 -0.1 0.0 0.1
C 0.51192 -2.61629 -5.14384 -0.1 0.1 0.0
H 2.51839 -1.25902 -2.16384 0.2 0.2 0.4
O -2.63874 0.07411 -1.67426 0.4 0.1 0.5
H 2.05162 -2.51725 0.88389 0.0 0.0 -0.5
H 6.08586 2.03220 3.48130 0.0 -0.2 0.0
C 2.10758 -2.52793 1.95530 0.0 -0.2 0.3
C -2.45982 1.84783 -5.35202 0.0 0.0 -0.1
H 3.13466 -2.30449 2.26474 -0.1 -0.1 0.0
H 0.54297 -1.17980 7.77119 0.0 0.0 -0.1
H -0.42670 0.18755 3.83268 0.0 0.0 0.0
H -0.71746 0.35376 6.28649 0.1 -0.1 0.0
C -5.48652 -2.62348 -0.49497 0.0 0.0 0.0
H 3.59379 3.39835 -4.54044 -0.2 0.0 0.1
C 1.54711 -2.19647 6.17139 0.0 0.0 0.2
H 5.14671 4.36367 1.40523 0.0 0.1 -0.1
H 5.76211 5.34618 0.06558 -0.1 -0.1 0.0
C 1.70499 -2.29444 4.80857 0.2 -0.2 0.0
H 6.00677 0.33939 4.00432 0.0 0.1 -0.1
H -3.41796 2.45216 4.36646 0.0 -0.1 -0.1
H 3.68132 0.64910 5.03585 0.0 0.1 -0.1
C 5.74307 1.03184 3.19907 0.2 0.1 0.0
C 4.52043 3.73239 -0.55943 0.1 -0.2 0.2
C 2.78958 3.28920 -3.81595 0.1 0.0 0.0
C -1.26026 -3.33536 2.57960 0.0 -0.1 0.1
O 3.18713 3.11069 -0.14323 0.5 0.3 0.0
H -0.33937 1.94180 -5.01871 -0.1 0.0 0.0
C -0.04305 -0.38309 5.86019 0.0 0.0 0.0
C 4.88895 4.80072 0.43782 -0.1 0.0 0.2
S 2.78802 0.17620 0.01909 -0.4 0.2 -0.4
C -5.12942 0.17095 -3.13214 0.1 0.0 0.0
H 4.07193 5.51737 0.57263 0.1 -0.1 0.0
H -6.76313 -1.77171 -1.98248 0.2 0.0 0.1
C -2.08335 1.07296 1.60074 0.1 -0.1 0.4
C -1.29936 -3.02482 1.22219 0.1 -0.2 0.0
C 4.25279 1.03162 3.01266 -0.1 0.2 0.0
H 6.39393 3.13596 -1.37774 -0.1 0.0 0.1
H -2.30912 3.11374 2.26140 0.0 -0.1 0.0
C -3.62590 -0.81459 -1.34510 0.1 0.2 -0.2
C -1.29905 1.62030 -4.62660 0.0 0.2 -0.2
C 1.18886 -1.53360 2.55751 -0.1 0.5 -0.3
H -5.29497 -1.41923 -4.63121 -0.1 0.1 0.1
H -3.22145 -1.67953 3.20314 0.0 0.2 0.0
C -2.29352 -0.28198 1.85479 -0.1 -0.1 0.0
C 1.31720 4.27469 -2.17043 0.0 0.1 -0.1
C -0.92730 -4.62314 2.98740 0.0 0.0 0.0
C -3.30055 -1.67345 -0.31262 0.2 -0.2 0.0
C -0.98795 -4.00402 0.26957 0.1 -0.2 0.1
H -0.04586 -2.99495 -5.99369 0.1 0.0 0.1
H 2.00819 -4.15325 -5.24119 0.0 0.1 0.1
C -5.77450 -1.73845 -1.52839 -0.2 0.0 -0.1
C -2.46948 2.06656 2.49021 0.1 0.1 -0.1
C 0.77943 -0.96898 -3.39881 -0.1 -0.2 0.0
C -4.83951 -0.81373 -1.99572 -0.3 -0.1 -0.1
H -6.26238 2.00784 -3.41536 0.1 -0.1 0.1
C 2.37951 -2.77119 -3.63875 0.1 0.0 0.0
```
Forces are in eV/Å.

Atomic partial charges in e from the Löwdin method, atoms 1 to 8: -0.029 0.126 1.084 -0.030 -0.278 0.130 0.082 0.430


Entry 3:
The following is a DFT calculation (wB97M-V/def2-TZVPD) of a single C7H11NO molecule at a distorted geometry.

Results
Energy relative to the best compared isomer or geometry (same formula, charge and spin) in kcal/mol: 153.4
Net charge: 0
Kohn-Sham gap in eV: 9.64
Maximum force in eV/A: 5.47
LUMO in eV: 0.6
HOMO in eV: -9.036
SMILES: C=C[C@@H]1N[C@H](C=C)[C@H]1O
Total energy in hartree: -403.0895

```
20
Properties=species:S:1:pos:R:3:forces:R:3
C 2.22187 -0.39716 1.95635 1.7 -0.3 1.3
H -2.23994 -0.04758 -0.69059 1.0 -1.0 0.2
H 3.16775 -1.07588 2.43594 -2.7 2.1 -1.5
H -0.43215 2.93041 -0.09585 -0.6 -0.2 -1.7
O -0.07184 -2.02901 -1.61071 -5.2 1.4 -0.2
C -0.10632 -0.97133 0.84127 -0.8 -2.9 -0.9
H 1.49327 -2.26812 1.53049 -0.6 0.5 0.2
C -0.98201 1.31438 -1.48986 0.8 5.3 1.1
C -0.72702 2.65922 -1.16424 1.6 -1.3 -2.0
N -0.72871 0.33141 0.82985 -0.1 0.2 0.1
H -1.18017 -2.17437 -1.91370 5.1 0.6 1.5
H -1.48199 0.28710 1.48168 -0.7 0.7 0.3
C -1.13171 0.15334 -0.59359 -2.5 2.2 0.3
C -0.07530 -0.85299 -0.72974 3.6 -1.9 0.1
H -1.15222 1.16702 -2.51815 -0.1 -0.6 -1.2
C 1.16291 -1.21231 1.53284 3.8 1.5 0.8
H 2.54396 0.86998 2.08141 -1.9 -4.1 -0.7
H -0.41396 3.47297 -2.13832 -1.4 -2.6 3.3
H 0.92375 -0.24991 -0.79038 -1.6 -1.2 -1.0
H -0.79016 -1.90717 1.04533 0.7 1.8 0.0
```
Forces are in eV/Å.

Atomic partial charges in e from the Löwdin method, atoms 1 to 8: -0.040 0.170 0.089 0.052 -0.093 -0.352 0.096 -0.163


Entry 4:
The following is a DFT calculation (wB97M-V/def2-TZVPD) of 2 unconnected molecules or ions with the total composition C3H10N3O2 at a distorted geometry.

Results
Energy relative to the best compared isomer or geometry (same formula, charge and spin) in kcal/mol: 191.5
Net charge: +1
Kohn-Sham gap in eV: 10.37
Maximum force in eV/A: 6.26
LUMO in eV: -4.5
HOMO in eV: -14.839
Total energy in hartree: -434.5950

```
18
Properties=species:S:1:pos:R:3:forces:R:3
H -2.15397 1.60571 -0.53415 0.4 -1.0 -0.1
C 0.80061 1.26403 0.10334 -5.8 1.4 2.0
O 0.29674 -2.39172 2.32802 -0.5 -1.2 0.8
H -1.48404 1.06907 1.00971 -0.4 -0.5 -0.5
N 0.47299 -1.59684 1.47754 1.0 1.1 -0.8
H 2.04864 -0.78581 2.47088 -3.1 0.8 -2.1
H -2.00741 -0.23124 -0.14917 -0.2 0.4 -0.1
H -0.41284 -2.17825 -0.05855 -1.0 -1.7 0.1
H 0.76899 0.78497 -2.48887 0.2 0.4 0.9
C 0.03624 0.22297 -1.89824 1.3 -1.4 -2.0
O 1.24006 -0.46004 1.82422 3.1 -0.8 2.4
H 1.69592 1.34532 -0.32261 3.6 -0.1 -1.7
C -1.58897 0.77090 -0.05447 0.7 1.0 1.1
H 0.59687 1.88786 1.05472 0.3 -1.6 -1.6
N 0.15423 -1.45117 0.28223 0.8 -0.2 0.5
H -0.76573 0.21348 -2.66797 -0.4 0.0 1.5
H 0.49071 -0.79503 -1.83176 -0.7 0.8 0.0
N -0.18904 0.72579 -0.54487 0.7 2.7 -0.5
```
Forces are in eV/Å.

Atomic partial charges in e from the Löwdin method, atoms 1 to 8: 0.127 0.145 0.140 0.108 -0.413 0.234 0.099 0.104